# C37H64BNO15

8 unconnected molecules or ions with the total composition C37H64BNO15 at a distorted geometry (wB97M-V/def2-TZVPD, the OMol25 dataset).

Cartesian coordinates (Å):
1 C 1.61995 0.85098 4.06049
2 C 2.76777 0.97407 3.11741
3 O 3.27259 0.05030 2.58870
4 O 3.24806 2.25921 2.86827
5 C 2.44604 2.99405 2.01290
6 O 1.33404 3.29400 2.31378
7 C 3.10800 3.35386 0.71382
8 C 2.08086 3.85690 -0.25364
9 C 1.84566 5.23123 -0.35107
10 C 0.88896 5.70993 -1.23734
11 C 0.12483 4.85383 -2.01939
12 C 0.32986 3.48577 -1.90823
13 C 1.31176 2.99815 -1.04053
14 C 1.45953 1.51670 -0.98039
15 O 2.51979 0.94409 -0.90615
16 C 0.17192 0.78402 -1.04886
17 C -0.03164 -0.33621 -0.26701
18 C -1.25128 -1.00730 -0.32406
19 C -1.40390 -2.20401 0.58552
20 C -0.45084 -3.30808 0.14903
21 O -0.73521 -4.01987 -0.77106
22 N 0.76872 -3.43949 0.89657
23 C 0.79519 -4.81240 1.45500
24 C 1.93962 -3.25770 0.03684
25 C -2.25257 -0.55000 -1.19104
26 B -3.64694 -1.31410 -1.23860
27 O -4.79808 -0.60172 -0.91954
28 O -3.75744 -2.64633 -1.55742
29 C -2.04794 0.58823 -2.00292
30 C -3.08778 1.05532 -2.97144
31 C -0.81902 1.26383 -1.90766
32 C -0.48977 2.49967 -2.67425
33 O -0.83320 2.70720 -3.80753
34 H 1.69218 1.56712 4.87290
35 H 1.60143 -0.14606 4.47678
36 H 0.71289 1.06927 3.50369
37 H 3.87154 4.09928 0.93694
38 H 3.59782 2.44695 0.37477
39 H 2.43053 5.88871 0.27363
40 H 0.72325 6.77594 -1.29251
41 H -0.62013 5.24977 -2.69136
42 H 0.76120 -0.64754 0.39839
43 H -2.41871 -2.57322 0.66743
44 H -1.09960 -1.88678 1.58152
45 H 0.99466 -5.54546 0.67315
46 H 1.59852 -4.85958 2.18496
47 H -0.15141 -5.00479 1.94592
48 H 1.88549 -3.83772 -0.88859
49 H 2.81977 -3.57673 0.58577
50 H 2.10652 -2.21664 -0.22153
51 H -4.61531 -0.10745 -0.11179
52 H -4.26874 -3.08392 -0.86679
53 H -2.74274 0.80447 -3.97128
54 H -4.05377 0.59698 -2.80714
55 H -3.23322 2.13178 -2.95231
56 C -2.27980 -5.32864 -3.46427
57 C -2.47111 -3.94227 -4.04868
58 O -3.84688 -3.65945 -4.28785
59 H -2.68905 -6.08336 -4.13775
60 H -1.22334 -5.54215 -3.29521
61 H -2.80555 -5.41809 -2.51100
62 H -1.96181 -3.86099 -5.00723
63 H -2.06277 -3.18118 -3.37644
64 H -4.29936 -3.70880 -3.43988
65 C 6.64563 4.48114 2.75799
66 C 6.58594 5.96687 2.46373
67 O 5.24719 6.38552 2.18708
68 H 6.25214 3.91919 1.90991
69 H 7.66578 4.14967 2.95453
70 H 6.03064 4.23669 3.62766
71 H 7.17704 6.20920 1.58258
72 H 6.97767 6.54530 3.30639
73 H 4.71718 6.19432 2.96714
74 C -0.87863 -7.28883 5.73495
75 C -0.79175 -6.11213 4.78118
76 O -1.35362 -6.42258 3.50689
77 H -0.36448 -8.15432 5.31660
78 H -0.43011 -7.04631 6.69922
79 H -1.91980 -7.57488 5.90140
80 H 0.24758 -5.84056 4.60285
81 H -1.30590 -5.24165 5.20256
82 H -2.27725 -6.65509 3.64169
83 C -0.96227 -0.73604 -7.53829
84 C -1.65589 -1.20383 -6.27318
85 O -2.59360 -0.24286 -5.79505
86 H -0.44414 0.20767 -7.36036
87 H -0.23957 -1.47638 -7.88489
88 H -1.68883 -0.56246 -8.33574
89 H -0.93585 -1.36180 -5.47049
90 H -2.18400 -2.14504 -6.45172
91 H -3.24832 -0.08823 -6.48239
92 C 0.21569 5.10848 5.08287
93 C -0.83425 4.01726 5.03047
94 O -1.69957 4.05893 6.16798
95 H 0.81494 5.01991 5.99015
96 H 0.87385 5.04777 4.21615
97 H -0.25262 6.09580 5.09637
98 H -0.36610 3.03522 5.03365
99 H -1.43183 4.10729 4.11814
100 H -2.12979 4.92013 6.17453
101 C -4.43831 1.15162 5.81653
102 C -5.27063 2.33848 6.26739
103 O -4.68593 2.99552 7.38533
104 H -4.32283 0.43862 6.63343
105 H -4.90403 0.64357 4.96972
106 H -3.43831 1.47682 5.52044
107 H -6.26235 2.01461 6.58010
108 H -5.39006 3.05383 5.44556
109 H -3.81253 3.29663 7.11498
110 C 4.08115 -1.91014 -8.22479
111 C 2.57666 -1.72334 -8.16039
112 O 1.89866 -2.57221 -9.08403
113 H 4.44540 -1.70450 -9.23165
114 H 4.58946 -1.24559 -7.52479
115 H 4.35327 -2.94002 -7.98167
116 H 2.30860 -0.70011 -8.41778
117 H 2.20840 -1.92724 -7.14881
118 H 2.11478 -3.48232 -8.86029

Summary:
ΔE to the lowest compared entry with this formula, charge and spin   0.0 kJ/mol
HOMO energy   -9.17 eV
Total charge   0
SMILES   CC(=O)OC(=O)Cc1cccc2c1C(=O)c1cc(CC(=O)N(C)C)c(B(O)O)c(C)c1C2=O.CCO.CCO.CCO.CCO.CCO.CCO.CCO
Gap between HOMO and LUMO   8.544 eV
Maximum force   1.2 eV/A

Atom charges from the Mulliken analysis, given in e for atoms 1 to 6:
1 C -0.98
2 C 0.58
3 O -0.48
4 O -0.26
5 C 0.57
6 O -0.47